(1)
Entry from OMol25: the molecule C2HBr2FO at a distorted geometry (ωB97M-V/def2-TZVPD).

XYZ file:
```
7
Properties=species:S:1:pos:R:3:forces:R:3
C -0.605 0.196 -0.614 0.0 -1.0 -0.8
C 0.544 -0.169 0.214 -1.5 0.2 -5.0
O -1.268 -0.467 -1.352 -0.1 0.1 0.3
F -0.902 1.508 -0.437 0.0 0.5 0.3
Br 1.121 -1.875 -0.156 0.8 -0.8 0.3
Br -0.032 0.129 2.162 -1.3 0.2 4.9
H 1.142 0.679 0.182 2.2 0.8 0.0
```
Forces are in eV/Å.

Values from the calculation:
* 2S+1: 3
* net charge: 0
* <S²>: 2.007
* electronic energy: -146935.4351 eV
* orbital gap (alpha / beta): 7.53 / 6.17 eV

(2)
Entry from OMol25: C44H40B2F4N4O5P2Ti as an isolated structure at a distorted geometry (ωB97M-V/def2-TZVPD).

XYZ file:
```
102
Properties=species:S:1:pos:R:3:forces:R:3
Ti 0.578 -1.670 -1.052 0.0 2.7 1.1
C -1.561 -5.007 0.524 0.1 0.1 0.1
C -0.547 -4.009 0.113 -1.3 0.5 0.0
N -0.862 -2.810 -0.293 -1.0 -1.2 0.7
O -2.158 -2.437 -0.162 0.4 -0.1 0.2
B -2.791 -2.082 -1.474 -0.4 0.3 -0.2
F -2.618 -3.164 -2.321 0.0 -0.2 -0.1
F -4.058 -1.670 -1.288 0.4 0.0 0.1
O -1.975 -0.900 -2.039 0.6 -0.4 -0.1
N -0.758 -1.366 -2.452 -1.3 0.1 -1.3
C -0.602 -1.867 -3.638 -0.9 0.5 0.1
C -1.650 -1.934 -4.681 -0.1 0.1 0.2
C 0.769 -2.338 -3.848 1.1 -0.3 0.0
N 1.461 -2.331 -2.750 0.4 -0.1 -1.0
O 2.791 -2.553 -2.802 -0.1 0.0 -0.2
B 3.267 -3.556 -1.769 -0.1 -0.3 -0.3
F 4.601 -3.644 -1.825 -0.1 0.2 0.1
F 2.555 -4.721 -1.988 0.0 -0.1 0.0
O 2.843 -3.019 -0.383 -0.4 -0.1 0.0
N 1.503 -3.144 -0.255 0.6 -2.1 0.6
C 0.896 -4.217 0.145 1.4 0.0 0.1
C 1.543 -5.445 0.655 0.2 0.2 -0.1
C 1.294 -2.741 -5.175 0.2 0.0 0.2
H -1.987 -5.464 -0.374 0.0 0.0 -0.1
H -2.390 -4.516 1.032 0.0 0.0 0.0
H -1.135 -5.789 1.145 0.0 0.0 0.0
H -2.573 -1.502 -4.306 0.0 0.0 -0.1
H -1.839 -2.978 -4.942 0.1 -0.1 0.0
H -1.334 -1.418 -5.588 0.1 0.0 0.0
H 1.271 -6.303 0.038 -0.1 0.0 -0.1
H 1.213 -5.645 1.675 -0.1 0.0 0.0
H 2.624 -5.337 0.638 0.0 0.0 0.0
H 0.928 -2.081 -5.959 0.0 0.0 0.0
H 0.957 -3.754 -5.409 -0.1 0.0 0.0
H 2.381 -2.745 -5.169 0.0 0.0 0.0
O 0.424 3.310 0.499 0.5 -0.1 1.0
C 0.151 2.657 1.682 0.1 -0.1 0.0
C -0.369 3.524 2.640 0.1 -0.1 -0.1
C -0.607 3.109 3.931 0.0 0.0 0.0
C -0.277 1.818 4.303 0.0 -0.1 0.1
C 0.254 0.951 3.373 0.0 -0.2 -0.1
C 0.482 1.318 2.037 -0.5 0.2 -0.7
P 1.101 -0.039 0.922 1.3 1.2 1.2
C 2.664 0.583 0.244 -0.4 -0.2 -0.4
C 2.985 0.084 -1.016 0.0 0.2 0.7
C 4.214 0.336 -1.593 -0.1 -0.2 -0.3
C 5.113 1.148 -0.915 0.0 0.0 0.0
C 4.779 1.706 0.313 0.0 0.0 0.1
C 3.560 1.415 0.908 -0.1 0.0 0.0
C 1.685 -1.282 2.139 -0.3 -0.3 -0.3
C 0.754 -2.215 2.606 0.0 0.1 0.0
C 1.140 -3.200 3.498 -0.1 -0.1 0.0
C 2.458 -3.270 3.930 0.1 0.1 0.0
C 3.384 -2.347 3.470 0.0 0.0 0.0
C 3.005 -1.359 2.573 -0.1 0.1 -0.1
C 0.353 2.763 -0.727 -0.2 -0.4 -1.1
C 1.457 2.889 -1.561 0.2 0.1 0.2
C 1.401 2.490 -2.884 -0.2 -0.2 0.1
C 0.215 1.967 -3.394 0.1 0.1 0.0
C -0.911 1.924 -2.589 0.0 -0.1 0.1
C -0.861 2.290 -1.236 -0.3 -0.1 0.6
P -2.483 2.673 -0.459 -0.9 0.2 -1.5
C -2.400 4.406 -0.019 0.2 0.1 0.4
C -2.864 4.868 1.220 0.3 0.1 -0.3
C -2.775 6.214 1.522 -0.1 0.3 -0.1
C -2.260 7.108 0.592 0.0 0.0 0.0
C -1.825 6.656 -0.650 -0.1 0.1 0.1
C -1.899 5.313 -0.963 -0.1 -0.2 0.3
C -3.322 1.822 0.881 0.3 -0.2 0.1
C -4.642 2.264 1.072 0.2 -0.1 -0.1
C -5.448 1.655 2.011 0.0 0.0 0.0
C -4.956 0.601 2.770 0.1 0.0 0.1
C -3.649 0.175 2.594 -0.1 -0.3 0.0
C -2.843 0.759 1.633 -0.1 0.1 0.0
H -0.575 4.541 2.336 0.0 -0.1 -0.1
H -1.034 3.795 4.649 0.0 0.0 0.0
H -0.426 1.487 5.321 0.0 0.0 0.0
H 0.531 -0.042 3.693 -0.1 0.1 0.1
H 2.218 -0.489 -1.551 0.5 0.2 -0.5
H 4.469 -0.103 -2.548 0.0 0.0 0.0
H 6.080 1.352 -1.351 0.0 0.0 0.0
H 5.480 2.356 0.817 0.0 0.0 0.0
H 3.303 1.831 1.874 0.0 0.0 0.0
H -0.281 -2.157 2.283 -0.1 0.0 0.1
H 0.414 -3.916 3.858 -0.1 0.0 0.1
H 2.763 -4.036 4.628 0.0 0.0 0.0
H 4.411 -2.397 3.803 0.0 0.0 0.0
H 3.744 -0.659 2.216 0.0 0.0 0.0
H 2.354 3.326 -1.146 0.1 0.0 0.0
H 2.265 2.618 -3.520 0.1 0.0 0.0
H 0.147 1.688 -4.437 0.0 0.1 -0.1
H -1.875 1.715 -3.031 -0.1 -0.3 0.1
H -3.254 4.177 1.953 0.0 0.0 0.0
H -3.118 6.571 2.484 0.0 0.0 0.0
H -2.212 8.162 0.828 0.0 0.0 0.0
H -1.451 7.359 -1.380 0.0 0.0 0.0
H -1.577 4.964 -1.936 0.0 0.0 0.0
H -5.038 3.076 0.474 0.0 0.0 0.0
H -6.467 1.990 2.138 0.0 0.0 0.0
H -5.591 0.106 3.491 0.0 0.0 0.1
H -3.261 -0.636 3.195 0.0 -0.1 0.0
H -1.845 0.390 1.473 0.2 0.0 0.0
```
Forces are in eV/Å.

Values from the calculation:
* net charge: +2
* electronic energy: -116380.0586 eV
* orbital gap (alpha / beta): 2.23 / 2.28 eV

(3)
Entry from OMol25: the molecule C19H21F3N4O2 (ωB97M-V/def2-TZVPD).

XYZ file:
```
49
Properties=species:S:1:pos:R:3:forces:R:3
O -2.256 1.545 2.358 -0.1 0.1 0.1
C -1.133 1.454 1.904 0.2 0.0 -0.3
N -0.833 0.905 0.683 0.3 0.1 0.1
C -1.701 0.379 -0.265 -0.4 -0.2 -0.4
C -3.086 0.351 -0.106 -0.1 0.1 0.2
C -3.886 -0.188 -1.097 0.1 -0.1 -0.1
C -3.336 -0.710 -2.255 0.1 0.0 -0.1
C -1.956 -0.677 -2.410 -0.1 0.0 0.0
C -1.307 -1.257 -3.632 0.2 -0.2 -0.3
F -0.650 -2.407 -3.361 0.0 -0.1 0.2
F -2.175 -1.554 -4.610 -0.3 0.0 0.0
F -0.390 -0.440 -4.181 0.0 0.3 0.1
C -1.136 -0.140 -1.431 -0.2 0.0 0.1
C 0.057 2.032 2.584 0.2 0.2 0.4
C -0.090 3.292 3.148 0.1 -0.2 0.0
C 1.019 3.976 3.620 0.0 0.0 0.0
C 2.255 3.374 3.458 -0.2 0.3 0.1
N 2.413 2.149 2.996 0.2 -0.4 0.0
C 1.345 1.445 2.618 -0.2 0.5 0.1
N 1.580 0.159 2.227 0.1 -0.1 0.0
C 2.950 -0.267 2.041 0.2 0.0 -0.1
C 2.948 -1.534 1.171 -0.1 0.1 0.0
N 1.708 -1.579 0.421 0.0 -0.2 -0.1
C 1.737 -2.444 -0.739 0.2 0.2 -0.3
C 2.490 -1.810 -1.912 0.1 -0.4 0.2
O 1.903 -0.564 -2.212 -0.1 0.3 -0.1
C 0.611 -1.883 1.320 -0.1 0.0 0.0
C 0.698 -0.942 2.537 -0.1 -0.2 0.1
H 0.148 0.836 0.438 0.0 0.0 0.1
H -3.525 0.751 0.792 0.0 0.0 0.0
H -4.956 -0.204 -0.963 -0.1 0.0 0.0
H -3.961 -1.132 -3.026 0.0 0.0 -0.1
H -0.064 -0.129 -1.567 0.1 0.0 0.0
H -1.074 3.736 3.168 -0.1 0.0 0.0
H 0.929 4.957 4.057 0.0 0.1 0.0
H 3.172 3.884 3.726 0.0 0.1 0.1
H 3.477 0.550 1.548 0.0 -0.1 0.1
H 3.445 -0.456 3.003 0.0 0.1 -0.1
H 3.065 -2.437 1.798 0.0 0.0 -0.1
H 3.790 -1.501 0.481 0.0 0.0 0.1
H 0.706 -2.606 -1.059 0.0 -0.1 0.0
H 2.188 -3.427 -0.522 -0.1 0.0 0.0
H 2.417 -2.494 -2.767 0.1 0.0 0.1
H 3.553 -1.675 -1.667 -0.1 -0.1 0.0
H 2.201 -0.266 -3.077 0.0 -0.1 0.0
H 0.642 -2.933 1.666 0.0 0.1 0.0
H -0.327 -1.737 0.779 0.0 -0.1 0.0
H -0.287 -0.578 2.824 0.1 -0.1 0.0
H 1.113 -1.488 3.398 -0.1 0.1 0.0
```
Forces are in eV/Å.

Values from the calculation:
* SMILES: O=C(Nc1cccc(C(F)(F)F)c1)c1cccnc1N1CCN(CCO)CC1
* net charge: 0
* electronic energy: -38252.7233 eV
* orbital gap: 8.73 eV